DFT (the ωB97M-V functional and the def2-TZVPD basis) results for C26H34F5N8OPtSe as an isolated structure in a non-equilibrium geometry.

**Orbital gap**: 7.02 eV
**HOMO energy**: -9.429 eV
**Net charge**: +1
**Lowest unoccupied orbital energy**: -2.4 eV
**Energy above the lowest of the compared OMol25 structures with the same formula, charge and spin**: 32.4 kcal/mol
**Total energy**: -4544.3231 Eh

CARTESIAN COORDINATES (ANGSTROEM)
Pt: -0.3519 -0.0281 0.5805
C: -2.2729 2.7922 3.5606
C: -1.1153 2.2426 2.7753
O: -1.3436 1.3656 1.9251
N: 0.0837 2.7624 3.0365
C: 1.2959 2.3565 2.3483
C: 1.4161 2.9401 0.9596
C: 2.2541 4.0223 0.7208
C: 2.3781 4.5102 -0.5709
C: 1.6554 3.8924 -1.5775
C: 0.8394 2.8228 -1.2409
N: 0.7063 2.3518 -0.0051
H: -2.8879 1.9603 3.8984
H: -2.8757 3.4138 2.8975
H: -1.9631 3.3847 4.4181
H: 0.1364 3.4932 3.7257
H: 1.3080 1.2651 2.3080
H: 2.1492 2.6718 2.9470
H: 2.8155 4.4595 1.5363
H: 3.0320 5.3447 -0.7851
H: 1.7141 4.2275 -2.6037
H: 0.2692 2.3141 -2.0097
C: 3.0227 0.2859 0.0080
N: 2.8054 -0.8909 -0.7961
C: 3.9368 -1.3721 -1.5759
C: 3.3546 -2.5684 -2.3101
N: 1.9148 -2.3429 -2.2071
C: 1.0482 -3.4937 -2.4381
C: 1.6420 -1.3627 -1.2955
N: 0.4205 -0.9402 -1.0170
C: -0.6565 -1.2669 -1.9714
C: -1.6409 -0.0963 -2.0514
N: -2.1413 0.0619 -0.7069
C: -3.3001 0.5695 -0.3896
N: -3.9147 0.2655 0.7739
C: -3.4827 -0.7469 1.7120
C: -5.0639 1.1178 1.0002
C: -5.3766 1.5875 -0.4161
N: -4.0796 1.4687 -1.0796
C: -4.0640 1.6696 -2.5151
H: 3.8544 0.0936 0.6816
H: 2.1401 0.4877 0.6019
H: 3.2660 1.1512 -0.6194
H: 4.7665 -1.6334 -0.9184
H: 4.2784 -0.5931 -2.2660
H: 3.6212 -3.5074 -1.8147
H: 3.6677 -2.6266 -3.3513
H: 1.6807 -4.3751 -2.5373
H: 0.4575 -3.4001 -3.3478
H: 0.3848 -3.6596 -1.5893
H: -1.2026 -2.1607 -1.6667
H: -0.2456 -1.4263 -2.9698
H: -2.4150 -0.3682 -2.7746
H: -1.1350 0.7979 -2.4310
H: -3.0459 -1.5832 1.1693
H: -4.3592 -1.0913 2.2602
H: -2.7465 -0.3711 2.4199
H: -4.8103 1.9581 1.6565
H: -5.8776 0.5537 1.4533
H: -5.7233 2.6192 -0.4490
H: -6.1228 0.9493 -0.9034
H: -4.7789 2.4583 -2.7424
H: -4.3628 0.7760 -3.0703
H: -3.0877 2.0056 -2.8555
F: 4.0637 -5.5310 0.1594
C: 3.2374 -4.6185 0.6658
C: 3.7400 -3.4561 1.2267
F: 5.0602 -3.2522 1.2653
C: 2.8683 -2.5114 1.7409
F: 3.4125 -1.4284 2.3051
C: 1.4901 -2.6737 1.7118
Se: 0.2899 -1.3967 2.4806
C: 1.0192 -3.8555 1.1524
F: -0.2939 -4.0876 1.0675
C: 1.8672 -4.8209 0.6333
F: 1.3743 -5.9337 0.0867

Löwdin atomic charges, in units of e: 0.8529 0.0350 -0.4732 -0.1525 0.1143 -0.1169 -0.2812 -0.0090 -0.0450 -0.0465 -0.1241 0.0650 0.0945 0.0965 0.0870 0.1529 0.0441 0.1353 0.1177 0.1154 0.1102 0.0934 -0.0360 -0.0703 -0.0919 -0.0937 -0.0627 -0.0251 -0.3274 -0.0929 -0.2063 -0.2346 -0.0373 -0.3483 -0.0879 -0.0387 -0.1046 -0.1138 -0.0776 -0.0399 0.0979 0.0146 0.1021 0.1261 0.1327 0.1144 0.1314 0.1000 0.0917 0.0838 0.1176 0.1141 0.1144 0.0912 0.0865 0.0963 0.0452 0.1175 0.1280 0.1269 0.1314 0.0943 0.0957 0.0841 0.1354 -0.1497 -0.1535 0.1220 -0.2678 0.0731 -0.4890 0.7310 -0.2674 0.0801 -0.1558 0.1267



DFT (the ωB97M-V functional and the def2-TZVPD basis) results for a 3-piece molecular cluster, C26H34FIN4O6P overall in a non-equilibrium geometry.

**Orbital gap**: 6.23 eV
**HOMO energy**: -9.556 eV
**Net charge**: +1
**Lowest unoccupied orbital energy**: -3.3 eV
**Total energy**: -2419.7564 Eh

CARTESIAN COORDINATES (ANGSTROEM)
C: 3.3045 1.3727 3.5260
C: 3.7279 0.1635 2.4512
I: 5.6989 0.8225 1.6370
C: 2.5663 0.1065 1.2956
P: 1.9107 -1.6399 0.8872
C: 2.7922 -3.0709 1.7935
C: 4.4268 -3.0894 1.6191
N: 5.0788 -3.3431 2.9947
C: 0.0272 -1.7854 1.3483
C: -0.3313 -0.9398 2.7451
C: -1.4458 -1.7328 3.6849
F: -0.8128 -2.7658 4.5835
H: 3.9643 1.3269 4.5197
H: 2.1915 1.2990 3.8806
H: 3.4246 2.4061 2.9630
H: 3.8182 -0.8092 3.1095
H: 1.6792 0.8155 1.6538
H: 3.0079 0.5470 0.2849
H: 1.9728 -1.8364 -0.5425
H: 2.4247 -3.0646 2.9168
H: 2.3790 -4.0879 1.3245
H: 4.8215 -3.9459 0.8946
H: 4.8151 -2.0749 1.1282
H: 4.4479 -2.8758 3.7090
H: 4.9422 -4.3827 3.1774
H: -0.1913 -2.9296 1.5833
H: -0.6594 -1.4452 0.4355
H: -0.8186 0.0940 2.4622
H: 0.6587 -0.6761 3.3571
H: -1.9542 -0.9180 4.3535
H: -2.3022 -2.1929 3.0078
C: 4.6267 7.9278 1.6998
C: 4.3209 7.0267 0.6787
C: 4.5953 5.6672 0.8397
C: 5.1745 5.2184 2.0346
C: 5.4896 6.1219 3.0583
C: 5.2131 7.4795 2.8846
N: 5.4420 3.7871 2.2200
O: 5.1665 3.0221 1.2838
O: 5.9237 3.4252 3.3031
H: 4.4057 8.9861 1.5719
H: 3.8654 7.3839 -0.2424
H: 4.3510 4.9777 0.0346
H: 5.9438 5.7879 3.9888
H: 5.4512 8.1884 3.6745
C: -6.4977 0.0344 -0.7971
C: -5.9061 0.5327 0.3647
C: -4.5194 0.4843 0.5202
C: -3.7307 -0.0635 -0.5009
C: -4.3226 -0.5714 -1.6650
C: -5.7106 -0.5201 -1.8079
N: -2.2706 -0.0940 -0.3545
O: -1.7864 0.3477 0.6982
O: -1.6056 -0.5555 -1.2930
H: -7.5789 0.0794 -0.9162
H: -6.5264 0.9620 1.1487
H: -4.0738 0.8769 1.4316
H: -3.7228 -1.0038 -2.4632
H: -6.1793 -0.9091 -2.7092
C: -3.6367 -3.2461 -7.7771
C: -4.7906 -4.0032 -7.9857
C: -5.8475 -3.9334 -7.0760
C: -5.7395 -3.0946 -5.9581
C: -4.5792 -2.3393 -5.7422
C: -3.5277 -2.4196 -6.6574
N: -6.8573 -2.9974 -5.0117
O: -7.8590 -3.6958 -5.2274
O: -6.7372 -2.2199 -4.0541
H: -2.8176 -3.2996 -8.4921
H: -4.8674 -4.6461 -8.8599
H: -6.7399 -4.5296 -7.2529
H: -4.4801 -1.6881 -4.8762
H: -2.6241 -1.8349 -6.5002

Löwdin atomic charges, in units of e: -0.1764 -0.6871 1.1236 -0.3482 1.0440 -0.3127 -0.3062 -0.0415 -0.2793 -0.2035 -0.1225 -0.1467 0.1093 0.0726 0.0697 0.0695 0.1104 0.0960 0.0571 0.1131 0.1180 0.1356 0.0589 0.0575 0.0871 0.1142 0.0694 0.1001 0.1113 0.1276 0.1383 -0.0595 -0.0593 0.0018 -0.1386 0.0078 -0.0556 -0.3306 -0.3655 0.0146 0.1138 0.1124 0.1177 0.1225 0.1140 -0.0422 -0.0561 -0.0020 -0.1400 0.0127 -0.0436 -0.3097 -0.0033 0.0539 0.1186 0.1135 0.1171 0.1119 0.0718 -0.0670 -0.0588 0.0069 -0.1372 -0.0011 -0.0659 -0.3045 0.0860 0.0250 0.1109 0.1129 0.1226 0.1046 0.1085



DFT (the ωB97M-V functional and the def2-TZVPD basis) results for C26H34IrN6O4PS2 as an isolated structure.

**Orbital gap (spin up / spin down)**: 6.97 / 4.63 eV
**HOMO energy (spin up / spin down)**: -10.754 / -10.754 eV
**Net charge**: +1
**2S+1**: 2
**Lowest unoccupied orbital energy (spin up / spin down)**: -3.8 / -6.1 eV
**<S²>**: 0.766
**Energy above the lowest of the compared OMol25 structures with the same formula, charge and spin**: 0.0 kcal/mol
**Total energy**: -2882.5067 Eh

CARTESIAN COORDINATES (ANGSTROEM)
Ir: -0.3660 1.1473 -0.9747
N: -3.9607 3.5019 -1.6091
C: -2.7281 2.9692 -1.4730
S: -2.6399 1.2385 -1.1960
N: -1.7014 3.7516 -1.5094
N: -0.4782 3.1048 -1.3797
C: 0.5314 3.8584 -1.6800
C: 1.9076 3.4799 -1.7577
C: 2.8418 4.5247 -1.9164
C: 4.1866 4.2756 -2.0100
C: 4.6328 2.9492 -1.9774
C: 3.7459 1.9072 -1.8410
C: 2.3669 2.1434 -1.7138
O: 1.5745 1.0991 -1.5706
H: -4.7715 2.9126 -1.6374
H: -4.0487 4.4712 -1.8601
H: 0.2714 4.8844 -1.9244
H: 2.4745 5.5432 -1.9575
H: 4.8906 5.0878 -2.1211
H: 5.6913 2.7385 -2.0614
H: 4.0918 0.8819 -1.8191
O: -3.7862 -7.0575 -0.5846
S: -2.7453 -8.0450 -0.7628
O: -3.0693 -9.0417 -1.7591
O: -2.3897 -8.6687 0.5034
C: -1.2743 -7.1790 -1.3350
N: -0.3138 -7.9541 -1.8047
C: 0.7774 -7.3171 -2.2137
C: 0.8973 -5.9356 -2.1403
C: -0.1756 -5.2365 -1.6101
N: -1.2797 -5.8713 -1.2076
C: -0.1961 -3.7586 -1.4564
C: -1.4111 -3.0976 -1.3286
C: -1.4211 -1.7313 -1.1566
N: -0.3031 -0.9895 -1.1007
C: 0.8696 -1.6241 -1.2566
C: 0.9601 -2.9907 -1.4260
H: 1.5767 -7.9289 -2.6137
H: 1.7886 -5.4429 -2.4996
H: -2.3409 -3.6476 -1.3491
H: -2.3589 -1.2055 -1.0558
H: 1.7455 -0.9959 -1.2609
H: 1.9422 -3.4327 -1.5184
C: 2.3357 2.5688 1.8492
C: 1.5289 1.2705 1.9585
C: 2.3786 0.0936 1.4720
P: -0.2067 1.3442 1.2656
C: -0.7869 2.9847 1.9049
C: -2.2513 3.3749 1.6725
C: -0.4838 3.1583 3.4017
C: -1.0770 0.0955 2.3229
C: -2.5984 0.2508 2.3489
C: -0.7306 -1.3764 2.0745
H: 3.2288 2.4581 2.4666
H: 1.8069 3.4509 2.2015
H: 2.6714 2.7588 0.8358
H: 1.3174 1.1095 3.0203
H: 2.4154 0.0573 0.3876
H: 2.0333 -0.8651 1.8521
H: 3.4010 0.2294 1.8280
H: -0.1577 3.6729 1.3335
H: -2.8703 3.0741 2.5149
H: -2.6874 2.9511 0.7775
H: -2.3152 4.4607 1.5963
H: -1.0823 2.4715 4.0020
H: -0.7753 4.1687 3.6924
H: 0.5611 3.0282 3.6722
H: -0.6823 0.3676 3.3074
H: -3.0180 0.2731 1.3414
H: -2.9230 1.1451 2.8729
H: -3.0281 -0.6060 2.8703
H: -1.4021 -1.7976 1.3309
H: -0.8986 -1.9327 2.9977
H: 0.2916 -1.5588 1.7552

Löwdin atomic charges, in units of e: 1.0006 0.0981 -0.8459 0.6623 0.0089 -0.2133 -0.0504 -0.1564 -0.0331 -0.0733 -0.0552 -0.0121 -0.3540 -0.2773 0.0923 0.1124 0.1396 0.1186 0.1089 0.1135 0.1196 -0.1590 0.5063 -0.1374 -0.1293 -0.3754 0.1388 -0.0662 0.0348 -0.1955 0.1710 -0.1183 0.0292 -0.1470 -0.1004 -0.0964 0.0292 0.1260 0.1158 0.1293 0.0495 0.0906 0.1211 -0.0802 -0.4814 -0.0870 0.9647 -0.4960 -0.1063 -0.0924 -0.4941 -0.0950 -0.0871 0.0967 0.0616 0.0679 0.1045 0.0404 0.0623 0.0917 0.0926 0.0710 0.0093 0.0967 0.0827 0.0975 0.0617 0.1033 0.0369 0.0597 0.0927 0.0614 0.0971 0.0465



> net charge of number 3 (C26H34IrN6O4PS2)?

+1